# 1
An isolated molecule of C26H39N3O6S, computed with wB97M-V/def2-TZVPD.

Atoms and positions in Å:
C1 -4.988 -2.691 -1.497
C2 -5.566 -1.924 2.273
H1 -5.774 -2.060 -1.903
C3 -4.620 -2.227 -0.089
O1 -5.824 2.480 -0.581
C4 -2.398 2.234 1.024
C5 3.920 -0.894 0.045
H2 -4.732 -2.516 2.649
C6 1.969 0.198 1.199
H3 5.020 -0.884 -1.815
C7 -1.487 3.049 -1.461
C8 -1.334 -1.771 0.819
C9 5.536 0.891 -0.687
O2 -2.806 -0.296 -2.121
H4 1.443 -1.824 0.610
C10 -4.002 -0.809 -0.125
C11 4.225 1.026 1.458
H5 -0.413 2.652 1.716
O3 7.235 0.423 0.984
C12 -5.858 -2.253 0.814
H6 -4.854 0.255 -1.647
H7 8.343 -1.882 0.260
C13 -2.747 -0.780 -1.000
H8 -6.439 -2.145 2.882
H9 5.873 1.467 -1.557
H10 -3.867 -2.910 0.319
H11 -6.298 -3.252 0.749
C14 -1.088 2.655 0.873
H12 -2.788 1.920 1.980
H13 -5.348 -3.717 -1.471
N1 -1.615 -1.342 -0.532
C15 6.782 0.235 -0.113
H14 9.297 -0.504 -0.323
H15 -0.051 -1.218 2.461
O4 -5.137 1.372 1.519
H16 -0.745 -1.024 -2.374
H17 3.735 0.332 -1.717
C16 8.539 -1.239 -0.600
C17 0.629 -0.409 -0.817
H18 -6.581 -1.535 0.427
C18 -3.239 2.228 -0.070
S1 -4.914 1.628 0.122
H19 3.215 -1.647 -0.300
N2 -4.951 0.148 -0.643
H20 5.622 2.493 0.758
C19 -0.281 -0.862 1.455
C20 -0.438 -1.346 -1.378
N3 3.285 0.054 0.928
H21 4.997 0.500 2.027
H22 4.719 -1.401 0.603
H23 4.118 2.424 -0.176
H24 -2.238 -1.762 1.422
H25 -4.129 -2.644 -2.162
H26 1.502 -0.428 -1.470
C21 0.997 -0.825 0.612
H27 1.427 3.025 0.230
H28 8.869 -1.828 -1.451
C22 -0.618 3.056 -0.373
O5 1.564 1.122 1.882
H29 0.870 4.581 -0.379
H30 -0.051 -2.371 -1.431
C23 4.530 -0.166 -1.157
H31 -0.674 0.151 1.537
H32 0.232 0.607 -0.799
H33 -0.957 -2.801 0.777
H34 -1.130 3.363 -2.431
H35 -5.341 -0.867 2.391
H36 -3.484 2.630 -2.146
O6 7.345 -0.584 -1.010
H37 -3.774 -0.484 0.892
C24 4.876 1.824 0.330
C25 0.805 3.503 -0.523
H38 1.186 3.273 -1.516
C26 -2.799 2.637 -1.313
H39 3.676 1.688 2.128

## Properties
HOMO energy   -9.22 eV
SMILES string   CC[C@@H](C)[C@H](NS(=O)(=O)c1ccc(C)cc1)C(=O)N1CCC(C(=O)N2CCC(C(=O)OC)CC2)CC1

---

# 2
A cluster of 3 separate species, C26H39NO7 in total at a distorted geometry, computed with wB97M-V/def2-TZVPD.

Atoms and positions in Å:
H1 8.014 -2.853 -1.841
H2 0.906 -1.810 -0.882
H3 6.371 -3.878 -1.914
H4 -2.258 -0.564 0.679
O1 5.241 -1.652 -3.334
H5 2.396 1.535 -2.917
C1 1.818 -5.980 0.960
C2 -1.625 2.043 4.229
C3 -1.111 1.743 2.837
H6 3.109 -0.438 -1.481
C4 -0.738 -0.131 4.168
C5 1.124 -6.924 -1.627
C6 0.301 -2.619 -1.476
H7 -0.336 -0.480 0.430
H8 -1.486 0.874 -0.270
O2 -0.158 2.464 -5.732
O3 -0.746 0.356 2.819
H9 0.238 -5.218 -3.091
H10 0.169 -0.716 4.344
C7 -1.553 -1.025 -1.544
C8 2.885 -0.638 -2.625
H11 -2.692 1.801 4.293
H12 2.111 -8.297 0.175
H13 2.564 -1.749 -2.852
C9 4.348 -0.448 -3.413
C10 -5.421 5.770 2.454
H14 -4.655 4.017 1.438
C11 6.066 -1.609 -2.116
H15 -1.293 0.856 6.038
O4 6.176 -0.443 -1.474
H16 -4.830 4.997 5.109
H17 1.043 -7.778 -2.454
C12 -0.866 -0.255 -2.806
C13 1.349 -4.426 0.581
H18 0.583 -2.633 -2.636
C14 0.768 -4.125 -0.923
H19 -1.606 -0.787 4.292
H20 -4.329 7.018 3.882
H21 1.409 -3.525 1.328
C15 1.440 0.560 -4.765
C16 0.655 -5.367 -2.004
H22 -1.719 0.392 -3.328
H23 -1.493 3.089 4.515
H24 -5.418 6.310 1.503
C17 -5.305 4.271 2.282
H25 -1.858 1.937 2.063
N1 -0.053 2.032 -3.166
H26 -2.725 -1.064 -1.770
H27 -0.213 2.328 2.612
H28 -3.325 6.129 2.720
C18 -4.235 6.080 3.330
H29 0.980 -0.391 -5.268
C19 -1.397 -0.302 -0.085
C20 6.883 -2.897 -1.489
C21 0.390 0.725 -2.473
H30 -6.348 6.015 2.985
O5 -4.694 3.762 3.475
C22 -0.831 1.079 5.072
H31 0.170 1.485 5.257
H32 2.229 -6.129 2.054
H33 0.516 2.878 -2.930
O6 -1.161 -2.468 -1.419
H34 0.602 1.115 -1.393
H35 6.862 -2.863 -0.297
C23 0.308 1.786 -4.646
C24 1.736 -7.214 -0.127
C25 -4.184 4.867 4.234
H36 2.394 0.830 -5.398
C26 1.851 0.505 -3.180
H37 -3.171 4.642 4.578
O7 4.653 0.669 -4.085
H38 -6.277 3.791 2.132
H39 -0.549 -1.053 -3.635

## Properties
HOMO energy   -8.67 eV
SMILES string   CC(=O)OC(=O)C[C@H]1CC(=O)N[C@H]1C[C@H](C)OCc1ccccc1.C1CCOC1.C1CCOC1

---

# 3
A structure of composition C26H40As3CrN4Se, computed with wB97M-V/def2-TZVPD.

Atoms and positions in Å:
C1 -0.320 -2.914 0.036
C2 0.086 -6.288 0.046
H1 0.382 5.141 -4.073
H2 0.134 -6.153 1.127
C3 -2.346 -2.132 1.354
H3 4.819 2.629 0.328
H4 1.033 -0.519 -2.944
H5 0.801 -5.622 -0.437
C4 -2.283 -4.410 0.452
H6 -1.796 -2.415 2.256
C5 2.385 5.559 1.472
H7 4.351 4.215 -1.532
C6 -2.853 0.220 3.118
H8 -0.645 -4.648 -2.460
H9 0.137 -3.130 1.007
H10 3.039 -1.001 -0.802
C7 0.022 2.714 -1.756
H11 -2.883 1.297 3.268
As1 -2.298 -0.176 1.307
H12 -1.311 3.582 -3.168
C8 0.440 -1.337 -2.536
C9 2.816 1.851 0.327
C10 2.293 3.584 -1.735
H13 1.530 2.655 3.747
C11 2.402 -1.740 -0.318
H14 -3.741 0.206 -0.766
H15 -3.376 -4.432 0.463
H16 0.856 -2.281 -2.885
H17 -1.771 2.270 -0.908
H18 -2.251 -3.072 -1.986
C12 -1.381 -5.450 -2.392
Cr1 -0.101 0.927 0.574
As2 0.539 -1.281 -0.597
C13 1.933 4.464 -2.781
C14 3.584 3.547 -1.161
H19 2.628 -1.772 0.746
C15 0.852 3.830 2.067
C16 1.753 3.456 3.055
H20 2.999 1.176 1.154
H21 -3.613 -2.505 -1.024
H22 -1.977 -4.668 1.472
As3 -1.772 -6.060 -0.563
H23 0.018 -3.695 -0.644
H24 1.498 -0.660 4.185
C17 -3.861 0.383 0.300
H25 -0.587 -1.256 -2.886
C18 0.660 4.463 -3.278
C19 -0.307 3.576 -2.762
H26 0.380 -7.314 -0.171
H27 2.600 -2.719 -0.752
C20 1.167 4.920 1.270
H28 2.678 5.142 -3.175
N1 1.598 1.856 -0.178
H29 -0.982 -6.318 -2.917
C21 0.708 0.105 2.332
H30 0.487 5.270 0.503
C22 -2.527 -2.465 -1.126
H31 -3.396 -2.372 1.543
N2 3.271 5.185 2.390
H32 -3.839 -0.210 3.288
H33 3.662 3.894 3.940
C23 1.322 2.707 -1.216
H34 2.657 6.415 0.863
C24 -1.849 -2.958 0.151
N3 -0.929 1.766 -1.181
Se1 -0.812 2.904 1.822
H35 -2.144 -0.216 3.820
H36 -4.030 1.444 0.483
C25 2.943 4.163 3.173
N4 1.151 -0.338 3.299
H37 -1.200 1.089 -1.892
H38 -2.255 -1.427 -1.349
H39 -4.728 -0.173 0.655
H40 -2.298 -5.155 -2.900
C26 3.847 2.678 -0.140

## Properties
Multiplicity   4
Total charge   +2
Energy relative to the best compared isomer or geometry (same formula, charge and spin)   0.0 kcal per mole
HOMO energy (spin up / spin down)   -12.98 / -12.98 eV
⟨S²⟩   3.831

---

# 4
A structure of composition C26H40BrCl4CsF3LiN5NaO12PS2 at a distorted geometry, computed with wB97M-V/def2-TZVPD.

Atoms and positions in Å:
H1 0.282 2.909 2.715
C1 -2.647 0.636 0.750
C2 5.903 -5.541 -6.192
H2 -6.866 2.252 -1.860
C3 -1.990 1.887 2.724
H3 0.070 4.657 2.740
H4 -4.150 2.824 1.443
H5 -1.248 7.740 5.628
Cl1 0.651 -2.332 -0.682
F1 5.711 -4.454 -5.430
Cl2 0.697 -4.989 -1.830
H6 -1.885 -0.130 0.923
H7 -4.540 4.669 -4.566
H8 -3.546 5.198 1.018
C4 1.400 -6.938 1.308
H9 -1.606 10.202 5.676
N1 4.298 -7.019 3.206
H10 -4.683 2.819 -2.921
S1 -2.160 -4.650 0.742
O1 5.170 -4.365 -8.427
O2 9.475 -6.093 -4.160
P1 -1.292 -5.923 1.946
Cl3 -1.416 -3.144 -2.548
H11 -1.279 -5.887 4.193
H12 0.330 4.345 -1.268
H13 -1.101 5.775 1.084
H14 1.542 3.457 -0.331
H15 3.421 -7.226 0.868
H16 -2.928 0.608 -0.305
H17 1.135 -7.119 0.217
O3 -1.901 -5.616 3.487
H18 1.481 3.902 1.993
H19 0.694 -4.895 0.940
C5 -2.143 2.026 1.191
S2 6.318 -5.122 -7.950
H20 -0.928 7.875 1.281
H21 -2.705 4.557 2.407
C6 8.747 -5.441 -3.368
C7 -1.472 10.457 3.507
O4 8.082 -4.586 -3.999
H22 -7.587 3.731 -2.508
H23 -2.926 1.542 3.172
H24 -1.285 10.336 1.330
C8 -2.785 4.474 1.319
C9 1.244 -4.932 3.055
H25 4.479 -8.016 3.069
H26 -1.670 5.041 -0.393
N2 -5.770 4.634 -0.056
C10 0.306 -3.292 -2.137
H27 -5.968 2.709 -4.119
C11 -5.271 4.707 -3.756
C12 -6.654 3.280 -2.162
O5 -0.889 6.413 3.430
C13 -0.345 3.762 0.755
N3 2.835 -6.528 1.338
H28 -1.753 2.825 3.226
F2 4.781 -6.276 -6.080
N4 -0.843 2.373 0.544
Br1 1.163 -8.568 2.454
Cl4 1.297 -2.694 -3.493
H29 2.540 -5.389 -3.355
C14 0.737 4.194 -0.266
H30 0.451 -4.597 3.796
H31 -4.839 5.314 -2.957
H32 -1.801 -8.047 2.263
C15 -3.230 3.079 0.910
O6 6.489 -6.416 -8.599
C16 -1.264 8.340 4.726
H33 -3.536 0.350 1.316
N5 2.324 -5.722 3.692
O7 -0.981 2.176 -0.781
H34 1.726 -3.963 2.697
C17 -5.602 3.298 -3.273
H35 2.872 -5.172 4.360
H36 -6.165 5.213 -4.128
C18 -6.156 4.041 -0.976
C19 -1.078 8.418 2.206
C20 -1.062 7.619 3.451
O8 -1.644 11.658 3.531
H37 -1.218 1.157 2.981
O9 3.437 -5.087 -3.492
O10 -1.836 -7.472 1.458
C21 0.586 -5.653 1.779
H38 1.181 5.146 0.038
O11 7.547 -4.342 -7.852
H39 4.979 -6.399 3.653
H40 -3.491 3.083 -0.154
F3 6.889 -6.260 -5.594
C22 3.160 -6.416 2.750
C23 -1.455 9.659 4.752
C24 -1.459 4.834 0.664
O12 8.695 -5.612 -2.149
C25 -1.270 9.736 2.231
Na1 0.021 -0.881 -3.388
Li1 -1.117 -9.467 2.089
Cs1 9.876 -7.099 -5.691
C26 0.399 3.816 2.122

## Properties
Total charge   +1
HOMO energy   -7.11 eV